C60H150N10O20 | wB97M-V/def2-TZVPD

```
240
Properties=species:S:1:pos:R:3
C -4.871 8.332 -2.171
O -4.785 6.927 -2.130
C -6.036 6.279 -2.211
C -5.835 4.815 -2.544
N -4.739 4.278 -1.765
C -4.368 2.920 -2.107
C -2.918 2.636 -1.748
O -2.135 2.695 -2.922
C -0.817 2.244 -2.706
H -5.324 8.650 -3.119
H -3.835 8.675 -2.149
H -5.403 8.819 -1.349
H -6.686 6.781 -2.940
H -6.524 6.390 -1.230
H -5.655 4.711 -3.626
H -6.728 4.259 -2.251
H -3.948 4.906 -1.769
H -4.502 2.748 -3.185
H -5.004 2.188 -1.596
H -2.827 1.686 -1.206
H -2.566 3.428 -1.067
H -0.253 2.433 -3.620
H -0.749 1.186 -2.445
H -0.372 2.875 -1.922
C -4.492 4.928 1.644
O -4.094 5.717 2.744
C -4.217 5.071 3.986
C -3.137 4.034 4.243
N -1.747 4.456 4.153
C -1.394 5.524 5.093
C 0.057 5.897 4.928
O 0.244 6.570 3.706
C 1.599 6.776 3.416
H -3.750 4.176 1.346
H -4.581 5.594 0.782
H -5.479 4.472 1.783
H -5.177 4.531 4.022
H -4.254 5.835 4.764
H -3.283 3.187 3.559
H -3.287 3.543 5.214
H -1.566 4.794 3.211
H -1.507 5.142 6.113
H -2.046 6.398 4.967
H 0.652 4.971 4.981
H 0.428 6.495 5.774
H 2.113 7.234 4.272
H 1.660 7.519 2.616
H 2.139 5.885 3.082
C -2.485 -9.238 1.790
O -1.140 -9.603 1.620
C -0.261 -8.536 1.912
C 1.165 -9.038 1.818
N 2.153 -8.187 2.487
C 2.056 -6.773 2.126
C 2.505 -6.508 0.710
O 2.203 -5.156 0.429
C 2.608 -4.729 -0.848
H -2.663 -8.751 2.759
H -3.081 -10.149 1.767
H -2.823 -8.554 1.001
H -0.443 -8.137 2.924
H -0.466 -7.716 1.207
H 1.476 -9.139 0.776
H 1.189 -10.041 2.245
H 1.962 -8.256 3.482
H 2.742 -6.236 2.795
H 1.089 -6.300 2.353
H 1.993 -7.178 0.007
H 3.587 -6.671 0.661
H 1.773 -4.812 -1.568
H 3.433 -5.291 -1.289
H 2.793 -3.659 -0.770
C 3.021 -0.261 4.350
O 4.079 0.249 3.597
C 3.608 0.803 2.389
C 4.713 1.535 1.656
N 4.384 1.679 0.239
C 3.274 2.582 0.020
C 3.082 2.896 -1.456
O 3.943 3.899 -1.937
C 3.389 5.192 -1.832
H 2.609 -1.168 3.886
H 2.235 0.473 4.554
H 3.378 -0.548 5.343
H 2.847 1.568 2.626
H 3.136 0.018 1.786
H 5.584 0.872 1.735
H 4.966 2.489 2.137
H 5.235 1.959 -0.236
H 3.370 3.529 0.584
H 2.346 2.109 0.355
H 2.034 3.141 -1.673
H 3.268 1.949 -1.979
H 4.030 5.841 -2.431
H 3.361 5.539 -0.797
H 2.398 5.248 -2.297
C -1.605 6.260 -1.146
O -0.481 6.834 -0.536
C -0.747 8.052 0.168
C -1.818 7.910 1.250
N -2.769 9.004 1.139
C -3.694 9.073 2.271
C -4.739 10.138 2.018
O -5.436 9.779 0.843
C -6.494 10.656 0.562
H -2.040 6.941 -1.891
H -2.383 5.955 -0.440
H -1.278 5.364 -1.679
H -1.031 8.813 -0.569
H 0.214 8.333 0.601
H -1.415 7.788 2.256
H -2.320 6.945 1.100
H -3.407 8.846 0.363
H -3.171 9.315 3.202
H -4.234 8.131 2.445
H -4.271 11.125 1.917
H -5.419 10.158 2.882
H -6.726 10.572 -0.503
H -6.186 11.705 0.674
H -7.388 10.471 1.162
C -4.562 -2.249 3.701
O -3.777 -2.423 2.555
C -3.698 -1.258 1.742
C -3.038 -1.625 0.442
N -3.711 -2.798 -0.137
C -2.964 -3.350 -1.260
C -3.599 -4.637 -1.758
O -2.986 -5.730 -1.113
C -3.511 -6.971 -1.530
H -4.116 -1.529 4.398
H -4.641 -3.226 4.182
H -5.595 -1.955 3.473
H -3.091 -0.506 2.267
H -4.701 -0.860 1.546
H -1.979 -1.869 0.616
H -3.114 -0.772 -0.235
H -3.699 -3.489 0.608
H -1.935 -3.601 -0.947
H -2.885 -2.620 -2.067
H -3.468 -4.720 -2.848
H -4.682 -4.599 -1.581
H -3.225 -7.182 -2.568
H -4.604 -7.006 -1.470
H -3.069 -7.713 -0.869
C 3.142 -3.735 -5.184
O 2.011 -4.369 -5.746
C 2.300 -5.697 -6.122
C 1.033 -6.332 -6.656
N 1.355 -7.681 -7.157
C 0.178 -8.347 -7.686
C 0.561 -9.423 -8.647
O 1.040 -8.845 -9.824
C 1.730 -9.768 -10.643
H 2.907 -2.694 -4.985
H 4.013 -3.775 -5.846
H 3.380 -4.223 -4.227
H 2.686 -6.248 -5.256
H 3.057 -5.680 -6.922
H 0.590 -5.705 -7.439
H 0.326 -6.425 -5.828
H 2.007 -7.522 -7.922
H -0.500 -7.639 -8.194
H -0.401 -8.735 -6.843
H -0.272 -10.121 -8.841
H 1.300 -10.089 -8.167
H 2.503 -10.301 -10.079
H 2.210 -9.201 -11.437
H 1.027 -10.495 -11.064
C 3.582 -4.240 5.887
O 2.505 -3.754 5.127
C 1.390 -4.646 5.137
C 0.280 -3.964 4.380
N -0.073 -2.710 5.023
C -0.938 -1.878 4.211
C -1.286 -0.612 4.936
O -0.143 0.204 4.962
C -0.408 1.496 5.468
H 3.271 -4.398 6.926
H 4.374 -3.491 5.855
H 4.012 -5.159 5.466
H 1.142 -4.859 6.186
H 1.698 -5.585 4.659
H -0.590 -4.628 4.328
H 0.644 -3.862 3.339
H 0.791 -2.227 5.241
H -1.788 -2.443 3.832
H -0.387 -1.564 3.303
H -1.634 -0.802 5.963
H -2.125 -0.091 4.440
H -0.740 1.518 6.506
H -1.146 1.957 4.789
H 0.445 2.145 5.262
C 4.499 -2.689 1.350
O 5.034 -2.734 0.055
C 5.386 -1.469 -0.446
C 5.891 -1.623 -1.864
N 6.314 -0.316 -2.400
C 7.390 -0.459 -3.393
C 7.037 -1.348 -4.609
O 5.700 -1.206 -5.020
C 5.430 0.011 -5.674
H 3.534 -2.159 1.381
H 5.184 -2.177 2.039
H 4.286 -3.697 1.701
H 6.141 -0.996 0.206
H 4.552 -0.750 -0.429
H 5.069 -2.011 -2.477
H 6.698 -2.359 -1.839
H 5.525 0.011 -2.948
H 8.264 -0.841 -2.863
H 7.655 0.535 -3.766
H 7.173 -2.382 -4.296
H 7.720 -1.079 -5.424
H 4.425 -0.007 -6.088
H 6.162 0.183 -6.473
H 5.478 0.862 -4.981
C 0.320 4.269 0.852
O -0.147 2.963 0.641
C -0.491 2.240 1.809
C 0.072 0.856 1.742
N -0.409 0.138 0.565
C 0.388 -1.072 0.359
C 0.054 -1.709 -0.968
O 0.467 -0.911 -2.068
C 1.865 -0.848 -2.228
H -0.490 4.901 1.240
H 0.709 4.675 -0.075
H 1.087 4.307 1.638
H -1.587 2.262 1.902
H -0.122 2.748 2.711
H -0.267 0.355 2.650
H 1.162 0.936 1.724
H -0.244 0.738 -0.242
H 0.176 -1.761 1.183
H 1.463 -0.834 0.424
H -1.032 -1.796 -1.021
H 0.525 -2.698 -1.033
H 2.070 -0.093 -2.990
H 2.255 -1.797 -2.613
H 2.402 -0.558 -1.320
```

Properties
Multiplicity = 1
LUMO energy = 0.617 eV
Energy relative to the best compared isomer or geometry (same formula, charge and spin) = 0.0 kcal/mol
HOMO energy = -8.496 eV
Total energy = -120490.9204 eV
Frontier orbital gap = 0.3349 hartree

C25H38FN4O5PS5SbW | wB97M-V/def2-TZVPD

```
81
Properties=species:S:1:pos:R:3
W 0.710 -0.384 -0.896
O 2.662 0.438 3.194
C 1.893 -0.389 3.928
C 2.110 -0.384 5.308
C 1.385 -1.216 6.135
C 0.427 -2.078 5.607
C 0.207 -2.082 4.246
C 0.920 -1.241 3.387
C 0.635 -1.267 1.938
O 1.157 -0.337 1.200
N -0.136 -2.187 1.464
N -0.457 -1.979 0.104
C -1.330 -2.884 -0.218
S -2.361 -2.795 -1.611
C -3.414 -4.212 -1.198
C -2.600 -5.158 -0.340
S -1.667 -4.205 0.888
H 2.426 0.332 2.253
H 2.869 0.280 5.698
H 1.571 -1.199 7.202
H -0.137 -2.736 6.254
H -0.533 -2.739 3.811
H -3.697 -4.682 -2.139
H -4.307 -3.860 -0.683
H -1.909 -5.733 -0.955
H -3.244 -5.848 0.205
N -1.074 0.584 -2.043
C -2.508 0.735 -1.677
C -2.731 1.273 -0.274
N -2.285 0.297 0.700
H -0.706 1.498 -2.297
H -1.025 0.042 -2.901
H -2.976 -0.244 -1.757
H -2.993 1.388 -2.409
H -3.790 1.550 -0.185
H -2.159 2.195 -0.139
H -2.914 -0.496 0.752
H -2.174 0.679 1.628
S 5.409 0.688 -0.004
Sb 4.035 -0.227 -1.568
S 2.655 -1.894 -0.592
S 2.231 1.187 -2.215
C 0.366 5.288 -1.762
C 0.117 3.798 -1.714
O 0.210 3.358 -0.353
P 0.703 1.956 0.284
O -0.053 2.112 1.699
C -0.997 3.106 2.127
C -0.362 4.157 3.011
O 2.226 2.109 0.660
C 2.894 3.132 1.424
C 3.613 4.078 0.489
H 0.279 5.640 -2.791
H 1.367 5.520 -1.405
H -0.359 5.824 -1.149
H 0.839 3.266 -2.332
H -0.900 3.580 -2.062
H -1.759 2.562 2.689
H -1.470 3.573 1.264
H 0.218 3.688 3.807
H -1.143 4.765 3.470
H 0.287 4.817 2.438
H 3.596 2.595 2.060
H 2.179 3.639 2.067
H 4.439 3.571 -0.006
H 4.003 4.930 1.049
H 2.932 4.452 -0.275
F -1.799 -5.944 -4.800
C -1.151 -4.823 -4.397
C -1.536 -3.605 -4.912
C -0.871 -2.466 -4.475
C 0.140 -2.528 -3.518
C 0.824 -1.304 -3.010
C 0.528 -3.793 -3.062
C -0.111 -4.943 -3.492
H -2.326 -3.557 -5.650
H -1.150 -1.505 -4.896
H 0.636 -0.477 -3.704
H 1.891 -1.493 -3.086
H 1.335 -3.862 -2.342
H 0.189 -5.923 -3.147
```

Properties
Multiplicity = 4
LUMO energy (spin up / spin down) = 0.021 / -1.838 eV
HOMO energy (spin up / spin down) = -6.940 / -7.570 eV
Total energy = -117287.8476 eV
Frontier orbital gap (spin up / spin down) = 0.2558 / 0.2106 hartree

C18H10AlBr2F5I | wB97M-V/def2-TZVPD

```
37
Properties=species:S:1:pos:R:3
Al -0.854 0.555 0.172
Br -0.889 0.285 2.676
C -1.880 -1.363 2.510
C -2.286 -1.968 3.653
C -3.010 -3.177 3.539
C -3.273 -3.702 2.309
C -2.840 -3.055 1.123
C -3.113 -3.594 -0.157
C -2.707 -2.953 -1.291
C -2.009 -1.731 -1.198
C -1.713 -1.160 0.015
C -2.122 -1.834 1.200
H -2.066 -1.546 4.625
H -3.349 -3.674 4.438
H -3.827 -4.630 2.219
H -3.656 -4.530 -0.221
H -2.925 -3.375 -2.264
H -1.713 -1.238 -2.117
Br 4.493 -1.402 -1.684
C 4.356 0.465 -1.496
C 5.383 1.260 -1.990
C 5.318 2.640 -1.872
C 4.233 3.245 -1.258
C 3.198 2.470 -0.755
C 3.281 1.097 -0.889
I 1.756 -0.121 -0.075
H 6.229 0.781 -2.465
H 6.128 3.244 -2.261
H 4.184 4.322 -1.161
H 2.359 2.935 -0.267
F -1.996 1.589 -1.062
C -1.284 2.491 -0.035
F -2.229 3.159 0.581
C -0.493 3.429 -0.940
F 0.244 2.693 -1.781
F 0.330 4.150 -0.173
F -1.258 4.239 -1.649
```

Properties
Multiplicity = 1
Total charge = +1
LUMO energy = -3.602 eV
Energy relative to the best compared isomer or geometry (same formula, charge and spin) = 10.8 kcal/mol
HOMO energy = -11.715 eV
Total energy = -187192.7465 eV
Frontier orbital gap = 0.2981 hartree

C2H6INO | wB97M-V/def2-TZVPD

```
11
Properties=species:S:1:pos:R:3
C -0.382 -1.159 0.139
C -0.529 1.182 -0.066
N 0.117 0.014 -0.516
O 1.297 0.019 -0.889
I 3.128 -0.044 0.409
H -1.480 -1.109 -0.108
H 0.009 -2.034 -0.350
H -0.012 -1.334 1.136
H -1.423 1.224 -0.534
H -0.718 1.168 0.985
H -0.008 2.072 -0.206
```

Properties
Multiplicity = 1
LUMO energy (spin up / spin down) = -0.473 / -0.853 eV
Energy relative to the best compared isomer or geometry (same formula, charge and spin) = 43.8 kcal/mol
HOMO energy (spin up / spin down) = -8.479 / -8.695 eV
Total energy = -13806.1223 eV
Frontier orbital gap (spin up / spin down) = 0.2942 / 0.2882 hartree

C5H12N3 | wB97M-V/def2-TZVPD

```
20
Properties=species:S:1:pos:R:3
C 1.447 -0.270 -1.411
C 1.436 -1.551 -1.887
C -0.221 0.904 -2.501
N 0.336 0.633 -1.374
H 2.407 0.167 -1.086
H 0.595 -2.087 -2.371
H 2.388 -2.056 -2.025
H -1.172 1.446 -2.472
H 0.210 0.482 -3.452
C -0.742 1.854 2.178
N -0.837 -1.685 1.441
C -0.998 -0.392 1.260
N -0.226 0.525 1.826
H -1.818 2.020 1.932
H -0.137 2.618 1.731
H -0.579 2.029 3.233
H 0.092 -1.955 1.801
H -1.236 -2.383 0.785
H -1.884 -0.053 0.747
H 0.696 0.192 2.096
```

Properties
Multiplicity = 2
Total charge = +2
LUMO energy (spin up / spin down) = -8.460 / -12.368 eV
Energy relative to the best compared isomer or geometry (same formula, charge and spin) = 17.0 kcal/mol
HOMO energy (spin up / spin down) = -18.428 / -18.414 eV
Total energy = -9829.4128 eV
Frontier orbital gap (spin up / spin down) = 0.3663 / 0.2222 hartree

C8H23N10O14Pb | wB97M-V/def2-TZVPD

```
56
Properties=species:S:1:pos:R:3
Pb -0.055 0.152 -0.034
O 2.639 3.096 -0.596
C 1.401 3.254 -1.219
O 0.467 2.597 -0.705
O 1.370 4.028 -2.180
H 3.309 3.369 -1.228
O -4.502 1.201 -0.711
C -3.550 1.340 -1.756
O -2.369 1.114 -1.477
O -4.058 1.679 -2.843
H -5.284 1.393 -1.249
O 2.769 0.154 -3.704
C 1.796 -0.004 -2.743
O 0.663 0.408 -2.996
O 2.141 -0.570 -1.666
H 2.284 0.697 -4.341
C 3.542 0.759 0.900
O 2.368 0.474 0.978
N 4.158 1.524 1.865
N 4.331 0.363 -0.135
H 3.562 1.798 2.622
H 5.112 1.812 1.774
H 3.858 -0.158 -0.863
H 5.296 0.590 -0.268
C 1.312 -2.850 1.059
O 0.588 -1.915 1.400
N 1.415 -3.992 1.806
N 2.128 -2.760 -0.014
H 0.802 -4.072 2.594
H 2.050 -4.726 1.563
H 2.653 -3.537 -0.370
H 2.130 -1.908 -0.578
C -3.103 -1.187 1.430
O -2.151 -0.471 1.178
N -2.941 -2.417 2.030
N -4.355 -0.861 1.016
H -2.049 -2.874 2.035
H -3.781 -2.864 2.348
H -5.203 -1.269 1.366
H -4.451 -0.021 0.433
C -1.992 -2.099 -2.167
O -1.065 -1.711 -1.476
N -3.213 -2.467 -1.680
N -1.830 -2.238 -3.513
H -3.373 -2.410 -0.692
H -3.967 -2.814 -2.240
H -2.524 -2.573 -4.151
H -0.907 -1.996 -3.829
C 0.176 2.665 2.658
O -0.139 1.616 2.129
N 1.072 3.519 2.069
N -0.365 3.142 3.834
H 1.469 3.200 1.192
H 1.443 4.292 2.588
H -0.028 3.970 4.283
H -1.049 2.558 4.276
```

Properties
Multiplicity = 1
Total charge = -1
LUMO energy = 2.441 eV
Energy relative to the best compared isomer or geometry (same formula, charge and spin) = 0.0 kcal/mol
HOMO energy = -4.672 eV
Total energy = -57493.4254 eV
Frontier orbital gap = 0.2614 hartree

C5H13N2O | wB97M-V/def2-TZVPD

```
21
Properties=species:S:1:pos:R:3
C 0.429 -0.983 -0.010
N -0.605 -1.994 0.271
C -0.267 -3.365 -0.080
O 1.008 -3.739 -0.133
C -0.154 0.200 -0.817
C -0.707 1.313 0.068
C 0.391 2.212 0.637
N 0.808 3.271 -0.262
H 0.860 -0.641 0.939
H 1.237 -1.461 -0.566
H -0.792 -2.005 1.262
H -0.772 -3.641 -1.030
H -0.819 -3.975 0.630
H 0.591 0.551 -1.521
H -0.964 -0.271 -1.382
H -1.378 1.938 -0.543
H -1.269 0.884 0.895
H 0.057 2.605 1.603
H 1.253 1.595 0.932
H 0.866 4.168 0.189
H 0.226 3.338 -1.082
```

Properties
Multiplicity = 2
LUMO energy (spin up / spin down) = 0.983 / -1.569 eV
Energy relative to the best compared isomer or geometry (same formula, charge and spin) = 34.4 kcal/mol
HOMO energy (spin up / spin down) = -8.985 / -8.985 eV
Total energy = -10420.7944 eV
Frontier orbital gap (spin up / spin down) = 0.3663 / 0.2725 hartree

C6H14O | wB97M-V/def2-TZVPD

```
21
Properties=species:S:1:pos:R:3
C -1.851 0.039 -0.514
O -2.916 0.580 -0.741
C -0.823 0.404 0.442
C 0.510 -0.140 0.269
C 1.056 -1.029 1.407
C 1.752 0.761 -0.145
C 2.746 -0.160 -0.927
H -1.141 1.101 1.211
H -1.500 -0.761 -1.244
H -5.020 0.052 1.183
H 0.407 -1.644 -1.073
H -5.699 -0.084 1.450
H 0.414 -0.889 -0.643
H 1.349 -0.415 2.267
H 1.915 -1.627 1.112
H 0.353 -1.768 1.815
H 2.294 1.165 0.733
H 1.302 1.629 -0.636
H 2.222 -0.446 -1.847
H 3.053 -1.082 -0.436
H 3.657 0.376 -1.209
```

Properties
Multiplicity = 2
Total charge = +1
LUMO energy (spin up / spin down) = -7.650 / -7.664 eV
Energy relative to the best compared isomer or geometry (same formula, charge and spin) = 121.5 kcal/mol
HOMO energy (spin up / spin down) = -14.365 / -14.535 eV
Total energy = -8482.2853 eV
Frontier orbital gap (spin up / spin down) = 0.2468 / 0.2525 hartree